[1]
18
Properties=species:S:1:pos:R:3:forces:R:3:lowdin_charge:R:1 method="wB97M-V/def2-TZVPD" smiles=c1cc[nH]c1.BrCCBr gap_ev=9.3 total_charge=0 homo_ev=-8.8
C 0.180587 -2.387462 -0.578020 0.96 -0.74 -1.22 -0.12
C -0.102303 -2.114912 0.771990 1.62 -1.18 -0.51 -0.11
C -1.115813 -1.267852 0.728550 -1.92 2.14 2.16 -0.20
N -1.454703 -0.914952 -0.539690 -0.09 -0.48 -0.19 0.02
C -0.665643 -1.673792 -1.378380 0.34 0.66 -0.13 -0.14
H 0.969097 -3.024452 -0.950700 -0.08 -0.04 -0.01 0.09
H 0.481707 -2.438502 1.620880 -0.43 -0.15 0.03 0.11
H -1.617413 -0.908172 1.614800 -0.25 0.46 -0.29 0.12
H -2.072423 -0.155852 -0.789270 -0.01 -0.49 0.00 0.15
H -0.668263 -1.535592 -2.449490 -0.13 -0.12 0.13 0.11
Br 2.472177 2.960558 -0.658090 0.31 -0.55 -0.57 0.60
C 1.213387 1.548148 -0.137440 1.30 0.09 0.47 -0.69
C 0.111197 2.263978 0.520260 -1.28 0.50 0.05 -0.71
Br 0.659207 3.255898 2.174650 -0.66 -0.87 -0.92 0.56
H 1.745857 0.895148 0.554060 0.02 0.03 -0.15 0.06
H 0.865887 0.954568 -0.983020 0.13 0.30 -0.15 0.06
H -0.706123 1.557858 0.666840 0.07 0.06 0.94 0.04
H -0.296413 2.985388 -0.187930 0.13 0.38 0.36 0.05


[2]
19
Properties=species:S:1:pos:R:3:forces:R:3:lowdin_charge:R:1 method="wB97M-V/def2-TZVPD" gap_ev=7.0 total_charge=+1 homo_ev=-12.1
C 2.073185 0.336072 -0.732004 -0.31 1.50 -0.49 -0.13
C 0.814605 -0.243482 -0.667768 -1.21 2.67 0.89 -0.09
C 2.345237 -1.807097 -0.448498 0.65 -1.91 0.05 -0.74
C -1.478977 1.891131 1.321929 0.64 -4.61 2.20 0.05
C -2.511043 0.196109 -0.504591 1.38 2.59 -0.06 0.01
C -1.668263 0.518210 0.678090 0.89 -2.35 0.37 -0.20
N 2.997262 -0.681331 -0.685640 1.09 -1.11 0.65 0.05
N 1.028781 -1.565720 -0.419715 3.44 1.47 -0.51 0.04
F -1.344868 -0.557679 1.400336 -0.58 1.85 -0.41 0.12
Br 3.142214 -3.523816 -0.171437 -0.47 1.18 -0.28 0.80
H 2.443237 1.413742 -0.790853 -0.89 -1.88 -0.12 0.13
H -2.322088 2.162535 1.969036 -0.18 0.00 -0.57 0.13
H -1.280789 2.453184 0.503429 0.57 2.63 -2.01 0.06
H -0.625239 1.708187 2.015235 -0.33 0.69 -0.65 0.12
H -3.248646 0.991540 -0.244276 -0.67 -0.83 -1.07 0.12
H -2.832752 -0.830641 -0.575866 -0.19 -0.08 0.25 0.10
H -1.958898 0.510715 -1.461178 -0.92 -0.29 1.45 0.14
H 4.026030 -0.683887 -0.755583 -0.90 0.35 0.12 0.18
H 0.401010 -2.287773 -0.430645 -2.00 -1.87 0.19 0.11


[3]
19
Properties=species:S:1:pos:R:3:forces:R:3:lowdin_charge:R:1 method="wB97M-V/def2-TZVPD" smiles="C[C@H]1C[C@@]1(CBr)NC(=O)[O-]" gap_ev=7.6 total_charge=-1 homo_ev=-4.5
C -1.415851 -0.476680 -1.073659 0.19 -0.05 0.02 -0.08
C -0.226174 -0.765599 -0.191504 -0.20 0.02 -0.18 -0.31
C 1.115502 -0.175405 -0.526085 0.04 0.03 0.02 -0.06
C 0.348425 0.319624 0.671262 1.49 -1.36 2.37 -0.50
C 0.989111 -0.186197 2.117968 -0.64 0.96 -2.47 -0.51
Br -0.266743 -1.245582 3.132398 -0.33 -0.25 0.32 0.56
N -0.183613 1.605724 0.678790 -0.33 0.64 -0.09 0.08
C 0.650852 2.745303 1.147948 -0.93 -0.91 -0.44 -0.80
O -0.012836 3.738448 1.432480 -0.50 0.91 0.27 -0.06
O 1.859993 2.524325 1.174960 1.08 -0.25 0.02 -0.04
H -1.323699 0.521799 -1.497071 -0.09 0.03 -0.02 0.07
H -2.341376 -0.530805 -0.499097 -0.10 0.03 -0.02 0.07
H -1.472757 -1.204332 -1.888921 -0.04 0.05 0.00 0.07
H -0.228427 -1.769153 0.226153 0.08 0.13 0.12 0.10
H 2.006931 -0.764393 -0.374731 0.07 -0.08 0.10 0.09
H 1.173681 0.502694 -1.362556 -0.06 0.15 -0.07 0.11
H 1.231635 0.695955 2.701010 0.02 -0.08 -0.05 0.04
H 1.864982 -0.806700 1.954671 -0.02 -0.01 0.07 0.04
H -1.150786 1.688073 0.973284 0.27 0.03 0.03 0.12


[4]
16
Properties=species:S:1:pos:R:3:forces:R:3:lowdin_charge:R:1 method="wB97M-V/def2-TZVPD" gap_ev=10.0 total_charge=0 homo_ev=-9.3
C -0.119859 2.490445 -0.007222 -0.41 -5.23 -0.21 0.01
C 0.796916 1.452866 -0.008097 -0.48 1.07 -0.56 -0.11
C 0.517749 -0.099851 -0.151411 -0.78 5.08 0.55 -0.36
C 1.523511 -0.913816 -0.147239 3.75 -2.51 1.02 -0.38
Cl 3.308689 -0.297289 0.007759 -1.96 -0.80 -0.31 0.47
C -0.922771 -0.421552 -0.016044 -0.65 5.29 1.48 -0.29
C -1.154292 -1.852159 -0.001195 -2.13 0.30 2.98 -0.13
H 0.063224 3.475834 -0.118222 1.68 3.04 0.17 0.00
H -1.221139 2.395380 -0.037585 0.60 -0.76 -0.02 0.06
H 1.880088 1.740485 0.071391 -1.31 -0.39 -0.30 0.06
H 1.597393 -2.043986 0.027598 -0.50 1.98 -0.70 0.10
H -1.153490 0.340859 0.982320 0.10 -2.84 -2.15 0.18
H -1.619372 0.167055 -0.774719 1.74 -1.38 1.04 0.15
H -2.248223 -1.891938 0.166984 0.56 -1.38 -0.92 0.10
H -0.642971 -2.358906 0.807083 -0.13 0.11 0.73 0.08
H -0.605455 -2.183426 -0.801396 -0.05 -1.57 -2.78 0.05


[5]
30
Properties=species:S:1:pos:R:3:forces:R:3:lowdin_charge:R:1 method="wB97M-V/def2-TZVPD" smiles=ClC(Cl)Cl.ClC(Cl)Cl.ClC(Cl)Cl.ClCCl.ClCCl.ClCCl gap_ev=10.9 total_charge=0 homo_ev=-10.8
Cl -3.570211 -3.286780 2.613042 0.12 -0.39 0.21 0.50
C -5.079201 -3.741960 1.802192 -0.19 0.73 0.72 -1.57
Cl -5.486431 -5.457730 1.989422 0.25 0.51 -0.27 0.53
Cl -5.000021 -3.138080 0.167092 -0.16 -0.38 -0.61 0.53
H -5.843151 -3.140290 2.294602 -0.01 -0.46 -0.04 0.01
Cl 6.450329 2.335470 3.581542 0.02 -0.20 0.02 0.52
C 6.062449 3.043990 2.022442 0.07 0.31 -0.13 -1.54
Cl 6.424749 1.948400 0.673652 -0.01 0.19 0.29 0.51
Cl 6.951659 4.590870 1.847332 -0.41 -0.46 -0.09 0.49
H 4.988559 3.230340 2.010982 0.32 0.15 -0.09 0.01
Cl -1.954191 1.303870 -0.590498 1.57 -0.01 1.24 0.42
C -0.527741 1.199070 0.634262 -1.01 0.82 -0.13 -1.46
Cl 0.216209 2.816620 0.951762 -0.53 -0.80 -0.42 0.48
Cl 0.661169 0.040270 0.151892 0.11 -0.13 -0.30 0.55
H -0.949551 0.878520 1.586852 -0.13 0.10 -0.39 0.01
Cl -4.147241 0.372830 -6.995268 -0.04 -0.19 0.85 0.45
C -4.416871 1.162280 -5.385488 0.36 0.11 -0.94 -0.99
Cl -5.549391 2.483260 -5.657768 -0.13 0.24 0.38 0.49
H -4.827681 0.488680 -4.633428 0.13 -0.09 -0.42 0.03
H -3.444221 1.567910 -5.107058 -0.30 -0.07 0.14 0.02
Cl 3.230269 -1.591360 5.136582 0.29 -0.29 0.36 0.48
C 2.302459 -1.005630 6.527042 0.41 -0.55 0.38 -1.04
Cl 1.118459 0.135100 5.881062 -0.04 -0.04 0.80 0.49
H 1.893979 -1.838170 7.099872 -0.84 -0.17 -0.87 0.03
H 2.963609 -0.637010 7.311312 0.18 1.06 -0.68 0.03
Cl 0.286819 -1.916500 -5.037048 0.27 0.45 0.11 0.44
C 1.674069 -0.748570 -5.190368 -0.48 -1.37 0.20 -1.01
Cl 1.141259 0.901420 -5.317928 -0.01 0.25 -0.17 0.53
H 2.263119 -0.871210 -4.281488 0.00 0.08 -0.32 0.02
H 2.166729 -1.125600 -6.086608 0.20 0.61 0.20 0.02


[6]
23
Properties=species:S:1:pos:R:3:forces:R:3:lowdin_charge:R:1 method="wB97M-V/def2-TZVPD" spin_multiplicity=5 gap_ev="6.7 / 7.9" total_charge=+4 homo_ev="-24.3 / -24.6" s2=6.2748
Lu -1.196275 -0.897600 -4.377327 -2.94 -1.79 1.30 1.52
Mn 0.448966 1.311535 -0.168861 -2.34 1.30 -3.27 0.54
Cl -1.038683 -2.691187 -2.813349 0.14 1.49 -0.86 0.03
Cl 0.124754 3.019586 -1.525565 0.01 -1.43 0.65 0.18
C 2.040329 1.788866 0.671474 7.43 6.09 5.09 -0.05
C 0.496823 -1.827828 -5.548284 6.91 -3.21 -3.42 -0.07
C 0.340200 0.646424 -5.192612 5.62 4.92 -2.68 -0.03
O 2.785726 2.523437 1.211278 -4.41 -4.93 -3.39 0.30
O 1.513212 -2.164818 -5.999040 -5.47 1.65 2.31 0.28
O 1.203173 1.270274 -5.650916 -4.48 -3.13 2.29 0.27
C -1.497418 -1.138488 1.230153 -0.15 0.29 -1.31 -0.18
P -0.274513 0.136533 1.637240 -0.93 -1.95 4.00 0.79
C -1.048004 1.225171 2.873631 -0.14 0.94 -0.91 -0.16
C 1.040362 -0.696911 2.569073 0.78 -0.17 -0.77 -0.18
H -2.435067 -0.649377 0.935641 0.08 -0.19 0.13 0.08
H -1.675867 -1.767023 2.116047 0.24 0.19 0.00 0.11
H -1.140147 -1.760411 0.394099 -0.16 -0.05 0.39 0.04
H -1.143093 0.658394 3.813150 0.12 -0.02 -0.26 0.11
H -0.419794 2.118821 3.029080 -0.34 -0.24 0.21 0.09
H -2.042294 1.520023 2.502085 0.28 0.09 0.30 0.09
H 0.670258 -0.922537 3.578393 -0.11 0.11 -0.20 0.10
H 1.311770 -1.636487 2.064460 0.03 0.23 0.20 0.09
H 1.935578 -0.066404 2.650161 -0.16 -0.21 0.19 0.07


[7]
20
Properties=species:S:1:pos:R:3:forces:R:3:lowdin_charge:R:1 method="wB97M-V/def2-TZVPD" spin_multiplicity=3 gap_ev="5.1 / 7.6" total_charge=+2 homo_ev="-12.4 / -17.2" s2=2.0127
C -3.306622 -1.684604 0.031204 -1.10 -2.63 -0.66 -0.03
C -3.643110 -0.283191 0.067341 -4.69 2.18 0.14 -0.62
C -1.475836 -0.449035 0.157836 1.86 2.01 0.20 -0.16
C -1.998584 1.712708 0.084174 2.15 0.09 0.73 0.08
C -0.650322 1.635874 0.375006 -1.87 -1.04 -0.86 0.01
C 1.061832 -0.090723 0.484579 1.27 0.08 2.21 -0.06
N -2.502055 0.402055 0.055239 2.75 2.75 -0.06 0.03
N -1.948183 -1.690354 0.080262 5.82 -3.55 1.09 0.13
N -0.280098 0.280827 0.405290 -3.32 -0.53 -1.46 -0.01
N 2.070240 0.284154 -0.697866 -0.60 2.27 2.14 0.25
Cl -5.225407 0.310787 -0.088942 1.54 -0.26 -0.01 0.88
H -3.905999 -2.538743 0.212561 -0.37 -0.39 0.34 0.13
H -2.511322 2.609654 -0.137058 -0.94 0.40 0.04 0.14
H 0.206990 2.250268 0.427977 -0.05 1.47 0.12 0.12
H 0.991906 -1.122645 0.705533 1.14 -1.38 -0.39 0.13
H 1.478428 0.375191 1.443267 -0.13 -0.34 -1.63 0.19
H -1.237961 -2.475255 0.330392 -2.47 1.33 -0.70 0.24
H 3.097262 0.234229 -0.356765 -1.94 0.56 -0.46 0.23
H 2.028732 -0.286628 -1.498599 -0.37 -1.38 -1.39 0.14
H 1.746634 1.265604 -1.032117 1.32 -1.64 0.65 0.21


[8]
19
Properties=species:S:1:pos:R:3:forces:R:3:lowdin_charge:R:1 method="wB97M-V/def2-TZVPD" smiles="C[NH+](C)[C@@H]1C(=O)C(=O)[C@H]1Cl" gap_ev=8.6 total_charge=+1 homo_ev=-14.1
C -1.565312 -1.333552 0.014473 -0.52 1.61 1.45 0.04
N -0.783748 -0.053110 -0.295606 0.13 -0.92 1.08 -0.15
C -1.593940 1.090155 0.207952 1.74 1.21 4.41 0.01
C 0.594674 -0.013504 0.346784 -0.09 -2.48 -0.92 -0.15
C 1.334053 1.305567 0.242066 -0.77 1.48 0.20 -0.24
O 0.903811 2.424014 0.227115 1.14 -0.46 0.05 0.18
C 2.600205 0.588947 -0.229888 0.55 0.70 -0.24 -0.31
O 3.744384 0.848387 -0.124381 0.08 -0.32 -0.26 0.23
C 1.768916 -0.661817 -0.565104 -0.30 -0.23 4.22 -0.48
Cl 2.418739 -2.126906 0.217435 -0.06 0.27 -0.56 0.71
H -1.853893 -1.259423 1.123862 0.83 -0.69 -1.67 0.14
H -2.482613 -1.158374 -0.537588 -0.21 -0.54 -0.13 0.11
H -1.011528 -2.189371 -0.327622 0.10 -0.42 0.18 0.10
H -0.772104 -0.071625 -1.325753 0.59 0.60 0.42 0.19
H -2.133240 0.761911 1.195168 0.88 0.51 -2.07 0.15
H -0.863542 1.975823 0.544151 -2.06 -1.97 -1.24 0.14
H -2.257379 1.348396 -0.533981 -1.64 0.84 -1.43 0.08
H 0.577721 -0.605938 1.307097 -0.16 1.16 -0.77 0.18
H 1.374797 -0.869582 -1.486181 -0.24 -0.35 -2.74 0.08


[9]
17
Properties=species:S:1:pos:R:3:forces:R:3:lowdin_charge:R:1 method="wB97M-V/def2-TZVPD" smiles="C=C1COC[C@@]1(C)Cl" gap_ev=10.7 total_charge=0 homo_ev=-9.8
C -0.697302 -1.542729 1.287119 -1.81 -1.15 0.76 0.06
C -0.033586 -0.651944 0.633557 1.03 0.88 -1.33 -0.31
C 1.350529 -0.207309 1.017393 0.18 -1.16 -0.75 -0.13
O 1.759855 0.683713 -0.007810 1.03 1.81 1.41 -0.11
C 1.063210 0.459027 -1.170621 -1.32 -2.19 -0.36 -0.22
C -0.343672 0.013004 -0.677042 -0.92 2.04 -0.70 -0.75
C -1.250359 1.272829 -0.511749 0.00 -0.38 1.19 -0.10
Cl -1.226079 -0.931908 -1.929160 0.39 -0.57 0.28 0.66
H -0.258123 -2.040434 2.126410 0.13 -0.07 0.56 0.07
H -1.726329 -1.809833 1.060812 0.23 -0.14 -0.28 0.08
H 1.373620 0.218068 2.020970 0.23 0.43 -0.29 0.13
H 1.998338 -1.110513 0.999382 -0.04 0.45 0.15 0.14
H 0.968099 1.265159 -1.887786 0.38 0.60 0.39 0.13
H 1.531327 -0.383059 -1.672416 0.01 -0.31 -0.51 0.12
H -2.082211 1.012523 0.143477 -0.11 -0.08 -0.05 0.08
H -1.681607 1.658014 -1.420163 0.18 -0.13 -0.57 0.06
H -0.745711 2.095394 -0.012371 0.42 -0.01 0.09 0.09


[10]
17
Properties=species:S:1:pos:R:3:forces:R:3:lowdin_charge:R:1 method="wB97M-V/def2-TZVPD" gap_ev=9.2 total_charge=0 homo_ev=-8.3
C 0.961511 1.066149 -1.681254 -0.50 1.24 -3.93 -0.04
C -2.472695 -1.780765 -0.353592 -0.83 -0.87 0.80 -0.08
C 1.430406 0.124972 -0.947732 -0.17 -0.09 4.59 -0.19
C -1.525643 -0.914051 0.099006 0.04 -3.84 -0.58 -0.45
C 0.498258 1.229448 1.594119 2.18 -2.02 -2.44 -0.09
C 1.000319 -0.004018 0.724715 1.32 0.29 -2.25 -1.08
S 0.039123 -1.454046 0.809591 -2.27 -1.84 0.58 0.84
Cl 2.532145 -0.683357 1.420890 0.21 0.55 0.24 0.56
H 1.154390 1.224077 -2.777304 0.56 -0.81 1.02 0.08
H 0.185194 1.741142 -1.509325 -1.09 1.05 1.47 0.04
H -3.371060 -1.581700 -1.025428 1.47 0.52 1.10 0.07
H -2.565317 -2.879251 0.018706 0.82 2.00 -0.65 0.08
H 2.184100 -0.566813 -1.272109 0.08 -0.39 0.20 0.08
H -1.373185 0.057956 -0.179238 -0.56 2.47 -1.01 0.01
H 0.826513 1.055686 2.606093 -0.23 0.23 0.22 0.07
H 1.018397 1.983889 1.055820 0.56 1.44 0.40 0.06
H -0.522456 1.380683 1.417043 -1.58 0.07 0.24 0.05


[11]
17
Properties=species:S:1:pos:R:3:forces:R:3:lowdin_charge:R:1 method="wB97M-V/def2-TZVPD" smiles="C=C[C@H]1[C@H](S)C[C@@H]1Cl" gap_ev=10.1 total_charge=0 homo_ev=-9.2
C 0.475205 3.010462 -0.316261 -0.76 0.07 1.30 0.02
C 0.249844 1.948454 0.466689 0.72 0.39 -0.50 -0.15
C 0.051531 0.574043 -0.103621 -0.96 0.40 1.58 -0.36
C 0.909659 -0.568039 0.458031 3.67 2.42 1.32 -0.66
S 2.565220 -0.931394 -0.281650 -0.40 -0.07 0.46 0.72
C -0.253381 -1.452826 0.528934 -0.76 -0.10 1.02 -0.22
C -1.125054 -0.172437 0.563989 -1.52 -0.19 0.19 -0.58
Cl -2.665992 -0.554750 -0.387811 0.56 0.76 0.25 0.53
H 0.510241 2.891151 -1.383838 0.01 0.11 -0.28 0.06
H 0.468175 4.022614 0.116072 0.40 -0.52 -0.36 0.06
H 0.281548 2.032410 1.586798 -0.26 -0.08 -1.17 0.12
H -0.230443 0.497028 -1.123653 0.76 0.34 -1.36 0.13
H 1.315273 -0.186582 1.519748 -1.14 -0.99 -2.04 0.14
H 2.269493 -1.381465 -1.504746 -0.41 0.01 -0.08 -0.16
H -0.263793 -2.171597 1.333907 -0.32 -0.42 -0.06 0.12
H -0.419470 -1.841830 -0.467426 -0.17 -0.64 0.05 0.10
H -1.499500 0.433383 1.435771 0.58 -1.50 -0.32 0.12


[12]
23
Properties=species:S:1:pos:R:3:forces:R:3:lowdin_charge:R:1 method="wB97M-V/def2-TZVPD" gap_ev=7.3 total_charge=0 homo_ev=-7.2
Cu 0.687609 -1.161427 1.468184 -0.28 0.26 0.25 -0.01
C -1.062795 -3.018411 3.571387 0.21 0.06 -0.04 -0.33
S 0.586508 -2.237633 3.500254 -0.22 0.10 0.12 0.83
C 0.227383 -0.738430 4.350892 0.11 -0.06 0.21 -0.99
C -0.210208 0.406408 3.769867 0.03 -0.10 0.33 -1.14
S -0.492054 0.715438 2.103527 0.02 -0.03 -0.37 0.54
S -0.538014 1.701891 4.911678 0.11 -0.22 -0.02 0.90
C -0.128077 0.864017 6.381564 -0.13 -0.11 -0.10 -1.52
S -0.269584 1.531608 7.865792 0.06 0.07 0.09 0.53
S 0.408257 -0.758259 6.098014 -0.07 0.20 -0.14 0.89
H -0.948845 -4.055246 3.260605 -0.03 0.01 -0.03 0.04
H -1.754089 -2.488923 2.921897 -0.02 0.00 0.01 0.04
H -1.399588 -2.975431 4.603894 -0.03 -0.06 0.00 0.04
C 3.983849 -0.250265 -1.377820 -0.27 0.13 0.16 -0.24
S 2.422197 0.167018 -0.569373 0.19 0.02 -0.55 0.89
C 1.468649 0.477012 -2.072289 0.10 0.03 0.28 -0.23
O 1.916286 -1.164553 -0.058985 0.24 -0.24 -0.30 -0.61
H 3.815195 -1.031806 -2.115671 -0.04 -0.01 0.00 0.06
H 4.664414 -0.599597 -0.604903 -0.02 0.02 0.03 0.06
H 4.378770 0.654223 -1.840010 0.01 -0.02 0.00 0.06
H 1.928872 1.296487 -2.623423 -0.01 0.01 0.03 0.06
H 0.463909 0.755939 -1.761307 0.00 0.00 0.01 0.06
H 1.444856 -0.434860 -2.665773 0.03 -0.03 0.02 0.06


Looking at largest force on an atom for the records above, in order, we have 3.60, 5.15, 3.11, 5.53, 2.00, 10.87, 6.90, 4.89, 2.58, 4.59, 4.60, 0.58 eV/Å.
Looking at M for the records above, in order, we have 254.95, 208.05, 207.05, 116.59, 612.93, 460.92, 172.62, 162.60, 132.59, 148.66, 148.66, 353.08 g mol⁻¹.